A 14-piece molecular cluster, C40H115N7O14 overall in a non-equilibrium geometry, computed with ωB97M-V/def2-TZVPD.

HOMO-LUMO gap: 9.13 eV
LUMO energy: 0.2 eV
energy relative to the best compared isomer or geometry (same formula, charge and spin): 264.7 kJ/mol
spin multiplicity: 1

Last column: Löwdin charge in e.
Cartesian coordinates (Å):
O -4.9851 0.1726 -0.3516  -0.07
O 5.4962 -0.6510 5.3623  -0.19
O -4.5632 6.1849 -3.9192  -0.22
O 5.1416 -3.3929 -1.0110  -0.06
O -1.7908 -7.1897 -2.3317  -0.07
O -5.9875 -3.9317 5.7908  -0.21
O -0.6973 2.1419 -7.2047  -0.21
O -4.2113 0.7329 9.5884  -0.20
O 5.1084 5.4620 0.5868  -0.07
O -0.4783 -2.8617 4.3257  -0.06
O 4.9680 1.7032 -8.2811  -0.17
O -0.3696 -0.7879 0.5999  -0.09
O 0.8558 -9.8774 4.2326  -0.18
O 3.2429 6.5366 -2.9910  -0.11
N 6.0646 0.1587 1.7857  0.04
N -2.6394 -1.2565 8.0827  0.03
N 1.5064 -7.0428 4.7857  0.03
N -3.7442 -5.6610 5.2019  0.05
N -6.6538 8.6143 -5.5976  0.03
N 0.0102 3.0004 -9.8167  0.03
N 3.2524 3.1016 -6.2496  0.04
C 4.4114 -1.2608 6.0945  -0.09
C 1.2003 -11.2189 4.1936  -0.13
C -1.6705 2.8596 -7.9913  -0.16
C -5.5470 8.0617 -4.8682  -0.46
C -2.7648 0.6379 9.6792  -0.18
C -0.9833 -6.1837 -1.6496  -0.34
C 1.7300 -9.0976 3.4962  -0.24
C -2.4866 1.0170 7.1554  -0.05
C 5.5807 6.6230 1.1365  -0.37
C 4.4575 1.1312 -7.0880  -0.21
C -1.7142 4.6581 -9.9863  -0.07
C -4.8188 1.0449 10.8585  -0.10
C 1.4497 -7.5824 3.4367  -0.43
C 4.0471 1.6162 -4.5739  -0.05
C -6.1200 -5.1370 4.9929  -0.19
C 4.3173 2.1819 -5.9918  -0.46
C -4.8085 -5.3757 4.2625  -0.46
C 0.9848 1.1737 0.2404  -0.09
C -4.9975 -6.4402 3.1268  -0.05
C 0.9843 6.6839 -2.6779  -0.10
C -5.8341 6.6192 -4.4115  -0.19
C 6.3558 0.1221 3.2044  -0.47
C -1.2189 1.2581 -6.2235  -0.12
C 0.0411 -5.5240 -2.4876  -0.11
C 0.9547 -0.3431 0.3215  -0.31
C 5.4282 -5.1274 -2.7185  -0.08
C 2.4838 -6.9300 2.5656  -0.07
C -7.0039 0.8049 0.7171  -0.08
C -0.9472 3.7949 -9.0348  -0.43
C -2.1865 0.0675 8.3329  -0.45
C 6.9153 6.9366 0.5072  -0.09
C -5.1353 9.0170 -3.7784  -0.06
C 5.8632 -3.7558 -2.1218  -0.35
C 2.1681 7.4980 -3.1919  -0.28
C -4.5917 5.0703 -3.0064  -0.08
C 5.2174 -0.5472 3.9578  -0.21
C -5.7037 0.0554 0.8354  -0.36
C -7.2150 -3.4434 6.3702  -0.10
C 4.8938 0.7844 -9.3562  -0.12
C 6.6222 1.5125 3.7403  -0.07
H -7.0994 7.9518 -6.2161  0.07
H 1.2550 6.2364 -1.7215  0.08
H -2.3828 1.6020 10.0150  0.12
H 2.4091 2.5520 -6.1674  0.06
H -2.5295 4.1120 -10.4608  0.08
H -6.5703 6.5167 -3.6142  0.12
H 1.3936 -11.5552 3.1750  0.08
H 5.5610 6.5304 2.2223  0.11
H -0.4773 -5.1319 -3.3626  0.07
H 1.0693 -7.5884 5.5147  0.07
H 0.6162 -4.7286 -2.0136  0.08
H -5.2776 10.0716 -4.0145  0.08
H 0.5374 1.4952 -0.7001  0.07
H -3.6885 4.9589 -2.4065  0.09
H 0.6756 -6.3445 -2.8228  0.08
H 2.0655 -11.4104 4.8283  0.09
H 5.7586 -3.0881 -2.9770  0.10
H -2.4692 -0.0974 10.4275  0.11
H 3.3803 3.1031 -7.2515  0.06
H -5.3788 -7.2839 3.7020  0.07
H -4.0776 8.9022 -3.5414  0.08
H 4.3038 0.0301 3.8154  0.12
H 7.4479 1.9556 3.1836  0.08
H -2.8565 -5.5896 4.7254  0.07
H 3.4758 -0.7266 5.9295  0.08
H 3.0607 1.1541 -4.5344  0.07
H 6.7214 6.9593 -0.5652  0.07
H 7.6900 6.1886 0.6758  0.07
H -6.9746 -2.6151 7.0368  0.08
H -1.9292 0.5154 -6.5867  0.08
H -4.5730 -4.4484 3.7404  0.13
H 7.4138 7.8880 0.6931  0.07
H 3.0367 5.8824 -3.6626  0.07
H -0.4557 -1.1538 1.4832  0.07
H 0.6079 6.0222 -3.4579  0.07
H -4.4024 1.9446 11.3115  0.08
H 7.3030 -0.3993 3.3425  0.14
H 0.0884 -3.6163 4.4855  0.02
H -5.7240 -6.1586 2.3645  0.07
H 1.3065 -0.8207 -0.5929  0.11
H -5.0653 0.4202 1.6400  0.11
H 4.8866 -5.7915 -2.0450  0.06
H 4.5517 -1.3297 7.1732  0.08
H 2.0112 7.8765 -4.2019  0.11
H -7.4587 0.6481 -0.2609  0.08
H -0.7606 -2.5847 5.1974  0.02
H -0.3633 -6.6609 -0.8907  0.10
H 2.4596 -7.3460 1.5584  0.08
H -6.0762 5.9705 -5.2534  0.12
H -7.3429 8.8705 -4.9051  0.07
H 5.1678 0.3593 -6.7918  0.12
H -2.1275 0.4937 6.2692  0.06
H 2.3465 8.3006 -2.4762  0.11
H 2.2554 -5.8776 2.3975  0.08
H 4.6794 -5.0531 -3.5072  0.06
H 2.7249 -9.1897 3.9320  0.13
H -7.9083 -3.0013 5.6547  0.08
H -5.6668 8.8469 -2.8421  0.08
H 5.6705 0.0266 -9.2537  0.09
H -5.8919 1.2048 10.7538  0.08
H -2.4653 -6.6325 -2.7269  0.07
H -4.6818 7.9966 -5.5280  0.14
H -1.6286 -5.4935 -1.1063  0.11
H 4.9099 7.4505 0.9054  0.11
H 0.3246 -11.7758 4.5269  0.09
H -0.4043 2.6347 -10.6620  0.06
H 5.0439 -1.5068 3.4707  0.12
H -7.7832 0.5671 1.4412  0.07
H -1.0644 4.9950 -10.7940  0.08
H -3.6209 -1.3118 7.8508  0.08
H 3.9373 0.3001 -9.5528  0.09
H -7.6875 -4.1667 7.0348  0.08
H 4.6875 5.6470 -0.2559  0.08
H 0.2771 2.2009 -9.2603  0.05
H -4.1692 -0.2980 -0.1655  0.08
H 4.1393 2.3390 -3.7632  0.07
H 2.0283 1.4886 0.2496  0.06
H -1.9667 1.9600 7.3247  0.08
H -2.6271 -1.6504 9.0126  0.07
H -4.7208 0.2240 11.5690  0.08
H 0.4476 -7.3214 3.0964  0.14
H -2.0864 5.5532 -9.4880  0.08
H -3.7572 -4.9971 5.9630  0.07
H 0.6192 1.7284 1.1046  0.07
H 5.7229 2.0956 3.5417  0.08
H 4.2913 -2.2894 5.7542  0.08
H 2.4135 -6.8132 5.1660  0.07
H 1.5641 -0.7015 1.1511  0.11
H 1.7721 -9.5804 2.5198  0.12
H -6.9021 -4.9155 4.2667  0.12
H -2.2205 2.1095 -8.5596  0.12
H -4.0514 -6.7341 2.6724  0.07
H -5.8266 -1.0103 1.0285  0.11
H 6.2277 -5.7047 -3.1829  0.07
H 5.0922 1.2626 -10.3154  0.09
H -0.2723 4.4610 -8.4973  0.13
H 3.4887 0.6512 -7.2265  0.13
H 3.5168 -7.0959 2.8716  0.08
H 5.3092 -2.5244 -0.6379  0.09
H -6.7729 1.8580 0.8777  0.07
H 6.9158 1.5351 4.7897  0.08
H -4.9712 4.2256 -3.5814  0.08
H -2.2970 3.4447 -7.3180  0.12
H 6.9430 -3.7569 -1.9735  0.10
H 6.9154 0.5437 1.4009  0.07
H 4.8284 0.8855 -4.3643  0.07
H -3.5308 1.0875 6.8505  0.08
H -5.4343 5.1887 -2.3252  0.07
H 0.1731 7.4062 -2.5867  0.07
H -6.3999 -5.9976 5.6004  0.13
H -0.4093 0.6373 -5.8398  0.08
H -1.1181 -0.0787 8.4920  0.13
H 5.4947 0.9841 1.6668  0.06
H 5.2070 2.8106 -5.9555  0.14
H -1.7092 1.6665 -5.3399  0.08